Entry from the OMol25 dataset: C12H21N3O4PdS as an isolated structure (ωB97M-V/def2-TZVPD).

Last column: natural (NBO) charge in e.
Element x y z (Å)
Pd1 1.43 -0.81 1.35  0.6875
O1 4.29 0.02 3.94  -1.0475
S1 3.07 0.44 3.26  2.5648
O2 1.94 -0.55 3.49  -1.0715
O3 2.66 1.80 3.62  -1.0635
O4 3.25 0.35 1.74  -1.1021
C1 -0.17 1.36 -2.06  -0.6209
C2 1.00 2.14 -1.47  0.1021
C3 1.10 3.52 -2.11  -0.6146
C4 2.30 1.36 -1.72  -0.6388
N1 0.71 2.30 -0.04  -0.5042
N2 1.83 2.87 0.66  -0.7175
H1 -0.04 1.24 -3.14  0.1860
H2 -1.10 1.89 -1.88  0.2011
H3 -0.24 0.37 -1.61  0.2403
H4 1.32 3.45 -3.17  0.1787
H5 1.88 4.10 -1.61  0.2255
H6 0.15 4.05 -1.98  0.1966
H7 2.48 1.24 -2.79  0.1791
H8 2.25 0.38 -1.25  0.2294
H9 3.15 1.89 -1.28  0.2218
H10 0.51 1.37 0.34  0.3516
H11 1.45 3.26 1.52  0.3560
H12 2.45 2.12 0.99  0.3914
C5 -0.41 -4.11 -0.55  -0.6226
C6 -1.58 -3.26 -0.15  -0.1132
C7 -2.88 -3.72 -0.24  -0.2106
C8 -3.97 -2.92 0.13  -0.3281
C9 -3.71 -1.64 0.62  -0.2099
C10 -2.43 -1.14 0.73  -0.0916
C11 -2.17 0.23 1.28  -0.6363
C12 -1.31 -1.94 0.33  0.2075
N3 -0.07 -1.48 0.38  -0.7222
H13 -0.74 -5.09 -0.90  0.1804
H14 0.28 -4.23 0.29  0.2205
H15 0.16 -3.62 -1.34  0.2143
H16 -3.05 -4.72 -0.61  0.1769
H17 -4.98 -3.30 0.06  0.1806
H18 -4.54 -1.01 0.93  0.1800
H19 -3.09 0.70 1.63  0.1844
H20 -1.72 0.89 0.53  0.2206
H21 -1.45 0.19 2.11  0.2379

Results
* ΔE to the lowest compared entry with this formula, charge and spin: 0.00 kcal per mole
* total charge: -2
* Kohn-Sham gap (spin up / spin down): 5.9 / 6.4 eV
* M: 409.8 g/mol
* spin multiplicity: 3
* total energy: -1461.14751 Eh

---

Entry from the OMol25 dataset: C47H99InN5O7 as an isolated structure (ωB97M-V/def2-TZVPD).

Last column: Mulliken charge in e.
Element x y z (Å)
In1 -2.18 2.98 1.39  1.0579
O1 0.32 2.14 0.00  -0.5396
C1 0.43 0.77 -0.46  0.6984
C2 -0.59 -0.40 0.02  -0.6639
O2 -1.95 -0.12 0.19  -0.4246
H1 1.44 0.45 -0.19  -0.2060
H2 0.42 0.91 -1.54  0.0817
H3 -0.34 -0.81 0.99  0.3423
H4 -0.56 -1.12 -0.80  0.5199
C3 -6.44 -3.40 -2.22  -1.8153
C4 -5.53 -3.11 -3.47  1.6908
C5 -6.33 -2.38 -4.53  -1.2152
C6 -5.51 -1.78 -5.66  -0.5757
C7 -4.54 -0.78 -4.98  -1.3365
C8 -3.63 -1.44 -3.89  1.3337
N1 -4.42 -2.29 -2.97  -0.2220
O3 -3.67 -2.86 -1.92  0.0351
C9 -2.63 -2.31 -4.76  -1.5556
C10 -2.76 -0.42 -3.12  -1.8251
C11 -5.02 -4.42 -4.17  -1.5938
H5 -7.23 -4.13 -2.39  0.3860
H6 -6.88 -2.44 -1.93  0.4031
H7 -5.94 -3.79 -1.33  0.1985
H8 -7.02 -3.08 -5.01  0.4463
H9 -6.95 -1.62 -4.07  0.3652
H10 -6.14 -1.18 -6.32  0.3818
H11 -4.94 -2.52 -6.23  0.3377
H12 -5.17 0.00 -4.54  0.4300
H13 -3.88 -0.26 -5.68  0.4295
H14 -1.72 -1.80 -5.07  0.4487
H15 -2.10 -2.96 -4.06  0.3897
H16 -3.03 -2.87 -5.61  0.3101
H17 -2.39 0.24 -3.90  0.4749
H18 -3.46 0.23 -2.60  0.5486
H19 -1.99 -0.93 -2.54  0.0279
H20 -4.32 -4.29 -5.00  0.2959
H21 -5.84 -4.93 -4.68  0.4316
H22 -4.63 -5.23 -3.55  0.3442
H23 -3.02 -3.33 -2.45  0.3427
C12 -2.99 -3.91 0.85  -1.7433
C13 -3.61 -4.07 2.32  1.2709
C14 -2.60 -3.16 3.21  -0.8290
C15 -3.25 -2.98 4.61  -0.8704
C16 -4.60 -2.29 4.59  -1.1272
C17 -5.55 -3.02 3.59  1.4236
N2 -4.97 -3.41 2.29  0.3202
O4 -5.85 -3.95 1.29  -0.2672
C18 -6.16 -4.31 4.40  -1.4869
C19 -6.67 -1.99 3.39  -1.9583
C20 -3.38 -5.61 2.63  -1.6660
H24 -2.80 -2.84 0.77  0.1053
H25 -3.62 -4.19 0.01  0.4480
H26 -2.04 -4.43 0.74  0.4735
H27 -1.62 -3.65 3.20  0.5860
H28 -2.54 -2.23 2.64  -0.0068
H29 -2.61 -2.34 5.22  0.4066
H30 -3.28 -4.00 4.99  0.4480
H31 -4.55 -1.22 4.38  0.3810
H32 -5.05 -2.35 5.58  0.3994
H33 -6.79 -4.09 5.26  0.4349
H34 -6.72 -5.04 3.81  0.3099
H35 -5.40 -4.86 4.96  0.3511
H36 -7.49 -2.29 2.73  0.3610
H37 -7.10 -1.61 4.32  0.3864
H38 -6.30 -1.06 2.95  0.4402
H39 -2.40 -5.76 3.07  0.3897
H40 -3.41 -6.23 1.73  0.3861
H41 -4.01 -5.93 3.46  0.3436
H42 -6.16 -4.72 1.77  0.3460
C21 4.89 1.23 0.84  -1.5460
C22 5.38 -0.02 0.07  1.3635
C23 4.94 -1.25 0.98  -0.6996
C24 4.93 -2.53 0.18  -0.9651
C25 4.02 -2.44 -1.07  -0.8017
C26 4.53 -1.29 -1.94  0.6878
N3 4.66 -0.04 -1.20  1.4367
O5 5.03 1.05 -2.03  -0.5815
C27 5.83 -1.74 -2.66  -1.6487
C28 3.49 -1.10 -3.11  -1.6002
C29 6.96 0.01 -0.09  -1.7697
H43 5.53 2.10 0.68  0.4418
H44 4.90 1.01 1.91  0.6466
H45 3.84 1.37 0.58  -0.2217
H46 5.67 -1.45 1.76  0.5407
H47 3.96 -1.04 1.43  -0.1167
H48 4.61 -3.21 0.96  0.4906
H49 5.97 -2.80 -0.02  0.3853
H50 2.99 -2.40 -0.70  0.1281
H51 4.11 -3.39 -1.60  0.4982
H52 5.73 -2.64 -3.26  0.4341
H53 6.03 -1.00 -3.43  0.3320
H54 6.55 -1.93 -1.87  0.3357
H55 3.68 -0.27 -3.78  0.2709
H56 3.33 -2.00 -3.70  0.4513
H57 2.55 -0.84 -2.62  0.1744
H58 7.43 -0.96 -0.27  0.3650
H59 7.43 0.20 0.87  0.4941
H60 7.36 0.65 -0.88  0.3244
H61 4.33 1.68 -1.83  0.0468
C30 2.30 3.22 5.19  -1.7564
C31 1.67 2.71 3.83  1.7972
C32 2.50 1.52 3.41  -0.3169
C33 2.31 0.22 4.17  -1.5784
C34 0.91 -0.20 4.37  -1.0476
C35 -0.05 1.00 4.68  1.3060
N4 0.22 2.20 3.85  0.9654
O6 -0.60 3.28 4.18  -0.4129
C36 -1.44 0.46 4.28  -1.5659
C37 -0.08 1.29 6.26  -1.6633
C38 1.84 3.80 2.74  -1.7688
H62 2.55 2.58 6.03  0.3749
H63 3.15 3.87 4.98  0.4530
H64 1.67 3.97 5.68  0.4538
H65 2.34 1.27 2.37  -0.6449
H66 3.54 1.83 3.51  0.7874
H67 2.80 -0.61 3.66  0.3230
H68 2.80 0.34 5.13  0.4562
H69 0.95 -0.82 5.27  0.5255
H70 0.67 -0.76 3.47  0.3131
H71 -2.21 1.18 4.55  0.3862
H72 -1.60 -0.48 4.81  0.1624
H73 -1.52 0.34 3.20  0.0302
H74 -0.87 1.86 6.76  0.3780
H75 0.88 1.70 6.58  0.3597
H76 -0.11 0.28 6.67  0.4517
H77 1.15 4.61 2.93  0.5480
H78 2.85 4.22 2.82  0.4212
H79 1.55 3.39 1.78  -0.0501
H80 -0.40 3.43 5.11  0.3563
C39 5.36 4.87 -2.11  -1.2300
C40 3.88 5.30 -1.77  1.3288
C41 3.48 6.68 -2.42  -1.0376
C42 3.10 6.58 -3.83  -0.6027
C43 2.00 5.56 -4.05  -1.1244
C44 2.32 4.16 -3.48  1.6171
N5 2.81 4.31 -2.06  -0.0669
O7 3.03 3.12 -1.39  1.6512
C45 0.94 3.42 -3.38  -2.3393
C46 3.26 3.41 -4.47  -1.6411
C47 3.88 5.56 -0.32  -2.0868
H81 5.30 4.24 -2.99  0.3722
H82 5.71 4.23 -1.30  0.2676
H83 6.01 5.70 -2.38  0.3539
H84 2.64 7.12 -1.89  0.3845
H85 4.34 7.35 -2.34  0.4647
H86 3.94 6.41 -4.51  0.3080
H87 2.63 7.51 -4.17  0.4377
H88 1.85 5.59 -5.13  0.3604
H89 1.03 5.85 -3.64  0.4552
H90 0.26 3.41 -4.23  0.4515
H91 1.03 2.39 -3.04  0.3359
H92 0.33 3.89 -2.61  0.5262
H93 4.14 3.98 -4.77  0.4075
H94 3.61 2.46 -4.08  0.2241
H95 2.67 3.25 -5.37  0.5038
H96 2.93 5.87 0.10  0.4750
H97 4.54 6.29 0.15  0.4934
H98 4.09 4.68 0.29  0.1576
H99 2.17 2.96 -1.00  -0.2235

Results
* total charge: +2
* Kohn-Sham gap (spin up / spin down): 4.4 / 2.2 eV
* M: 961.2 g/mol
* spin multiplicity: 2
* total energy: -2839.69996 Eh

---

Entry from the OMol25 dataset: one molecule with the formula C5H7NO (ωB97M-V/def2-TZVPD).

Last column: natural (NBO) charge in e.
Element x y z (Å)
C1 0.30 1.86 0.00  -0.4008
N1 -0.08 0.47 -0.01  -0.3540
C2 -1.38 -0.02 -0.13  -0.1044
C3 -1.31 -1.36 0.03  -0.2465
C4 0.06 -1.76 0.10  -0.4949
C5 0.77 -0.57 0.13  0.4755
O1 2.07 -0.22 0.35  -0.6744
H1 0.97 2.07 -0.84  0.2073
H2 0.80 2.12 0.93  0.2130
H3 -0.61 2.45 -0.12  0.2123
H4 -2.19 0.61 -0.44  0.2106
H5 -2.11 -2.08 0.09  0.2173
H6 0.13 -2.54 -0.65  0.2398
H7 2.59 -1.01 0.55  0.4991

Results
* ΔE to the lowest compared entry with this formula, charge and spin: 39.35 kcal per mole
* total charge: 0
* Kohn-Sham gap: 8.4 eV
* structure (SMILES): Cn1cccc1O
* M: 97.1 g/mol
* spin multiplicity: 1
* total energy: -324.66175 Eh

---

Entry from the OMol25 dataset: one molecule with the formula C4H8N2 (ωB97M-V/def2-TZVPD).

Last column: natural (NBO) charge in e.
Element x y z (Å)
C1 -2.34 -0.15 0.01  -0.6571
C2 -0.93 0.25 0.13  -0.1472
C3 0.13 -0.56 -0.15  -0.2888
C4 1.55 -0.14 -0.04  0.4044
H1 -2.57 -1.02 -0.72  0.2293
H2 -2.70 -0.42 1.05  0.2316
H3 -2.88 0.88 -0.25  0.2226
H4 -0.77 1.24 0.64  0.2070
H5 -0.01 -1.61 -0.46  0.2110
H6 1.19 1.88 -0.47  0.3861
H7 2.79 1.33 -0.13  0.3951
H8 2.19 -1.96 0.21  0.3356
N1 1.82 1.24 0.02  -0.8226
N2 2.54 -0.97 0.15  -0.7070

Results
* ΔE to the lowest compared entry with this formula, charge and spin: 21.15 kcal per mole
* total charge: 0
* Kohn-Sham gap: 9.9 eV
* structure (SMILES): [H]/N=C(N)\C=C\C
* M: 84.1 g/mol
* spin multiplicity: 1
* total energy: -266.68830 Eh

---

Entry from the OMol25 dataset: a 2-piece molecular cluster, C3H12N2OS overall (ωB97M-V/def2-TZVPD).

Last column: natural (NBO) charge in e.
Element x y z (Å)
C1 0.28 -0.38 -0.54  -0.2476
C2 0.90 0.99 -0.80  -0.5168
S1 2.68 1.09 -0.49  -0.0286
N1 -1.17 -0.31 -0.71  -0.6340
C3 -1.81 -1.61 -0.46  -0.0539
N2 -1.71 -1.95 0.95  -0.8604
H1 0.46 -0.69 0.48  0.2048
H2 0.76 -1.08 -1.24  0.1713
H3 0.82 1.25 -1.85  0.2152
H4 0.37 1.76 -0.24  0.2102
H5 2.68 0.56 0.74  0.1204
H6 -1.38 -0.05 -1.67  0.3541
H7 -1.39 -2.36 -1.14  0.1436
H8 -2.88 -1.48 -0.67  0.1902
H9 -0.91 -2.54 1.14  0.3660
H10 -2.54 -2.41 1.28  0.3747
H11 -1.16 1.34 1.14  0.4654
H12 -1.75 0.20 1.90  0.4833
O1 -1.37 1.07 2.04  -0.9578

Results
* ΔE to the lowest compared entry with this formula, charge and spin: 8.22 kcal per mole
* total charge: 0
* Kohn-Sham gap: 10.0 eV
* structure (SMILES): NCNCCS.O
* M: 124.2 g/mol
* spin multiplicity: 1
* total energy: -704.42514 Eh